ORCA calculation (ωB97M-V/def2-TZVPD) on an isolated molecule of C3H5NO4.

```
! wB97M-V def2-TZVPD RIJCOSX def2/J DEFGRID3
* xyz 0 1
C 1.8272 0.3455 0.2662
N 0.5423 0.0102 -0.1907
O 0.2093 -1.4535 -0.6683
C -0.5166 0.7543 -0.1341
O -0.4812 1.8435 0.1814
C -1.9059 0.0485 0.0242
O -2.7502 0.7515 -0.6396
O -1.9987 -1.1325 0.8507
H 1.9681 -0.1107 1.1983
H 2.5487 -0.1664 -0.5402
H 1.7946 1.5870 0.1818
H -0.1571 -1.2558 -1.7080
H -1.0804 -1.2216 1.1784
*
```

Calculated values
* gap between HOMO and LUMO: 10.047 eV
* E_LUMO: -0.1 eV
* SMILES: CN(O)C(=O)C(=O)O
* HOMO: -10.100 eV
* calculated total energy: -472.86632 hartree